No. 1
DFT (wB97M-V/def2-TZVPD) results for 11 unconnected molecules or ions with the total composition C43H90F12N11O27S12 in a non-equilibrium geometry.

**Frontier orbital gap**: 1.30 eV
**Maximum force**: 11.38 eV Å⁻¹
**Total charge**: -1

Element x y z (Å)
C -6.1113 -10.0163 9.9330
C -6.0183 -8.5443 9.3518
C -6.2296 -7.5808 10.5095
C -5.6807 -6.1124 10.1968
C -4.2229 -6.0696 9.8514
C -3.8584 -7.0699 8.6925
N -4.5609 -8.3676 8.8960
O -4.1390 -9.3713 8.0353
C -2.3332 -7.3044 8.7159
C -4.2222 -6.4857 7.3486
C -6.9634 -8.3651 8.1912
H -5.4623 -10.1864 10.7920
H -5.8497 -10.8327 9.2598
H -7.1239 -10.2575 10.2565
H -5.7529 -7.8985 11.4368
H -7.2516 -7.6572 10.8805
H -5.7266 -5.3417 10.9663
H -6.2642 -5.6676 9.3908
H -3.5905 -6.0850 10.7391
H -3.8917 -5.0721 9.5628
H -1.9346 -7.8676 7.8721
H -1.8691 -7.6291 9.6472
H -1.9371 -6.3030 8.5472
H -5.2962 -6.4233 7.1731
H -3.7883 -7.0506 6.5235
H -3.9674 -5.4289 7.2698
H -8.0102 -8.5153 8.4556
H -6.7693 -9.0090 7.3334
H -7.0577 -7.3549 7.7928
C -3.4849 -2.8056 -6.7532
C -4.4118 -3.7794 -7.5067
C -5.8663 -3.1332 -7.6902
C -6.0008 -2.2646 -8.9290
C -5.6079 -3.0453 -10.1862
C -4.0959 -3.5440 -10.1767
N -3.7798 -4.1962 -8.8471
O -2.7168 -5.0745 -8.8313
C -3.1151 -2.3032 -10.3519
C -3.9013 -4.4282 -11.4657
C -4.7450 -5.0411 -6.6983
H -3.7356 -2.6425 -5.7050
H -3.4960 -1.8707 -7.3135
H -2.4550 -3.1374 -6.6217
H -6.1243 -2.5472 -6.8081
H -6.6867 -3.8321 -7.8538
H -5.4193 -1.3560 -8.7723
H -7.0603 -2.0227 -9.0120
H -5.7263 -2.3327 -11.0024
H -6.3554 -3.8346 -10.2653
H -3.3223 -1.7631 -11.2758
H -2.0401 -2.4821 -10.3340
H -3.4240 -1.6232 -9.5579
H -2.8520 -4.6967 -11.5882
H -4.2766 -3.8018 -12.2749
H -4.4984 -5.3336 -11.5745
H -5.3696 -4.8636 -5.8228
H -3.8457 -5.5574 -6.3625
H -5.2426 -5.8251 -7.2691
C -6.0278 4.2144 1.0062
C -6.9004 4.6695 -0.1611
C -7.3765 3.3952 -0.8556
C -8.5409 3.6561 -1.8825
C -9.7422 4.3524 -1.2093
C -9.4453 5.7042 -0.4725
N -8.1375 5.5317 0.2960
O -7.9006 6.5409 1.2754
C -10.5900 5.9953 0.4659
C -9.3177 6.7865 -1.5353
C -6.0984 5.4830 -1.1623
H -6.6073 3.7854 1.8236
H -5.5942 5.0999 1.4710
H -5.2920 3.4569 0.7364
H -7.7244 2.6160 -0.1775
H -6.5415 2.9190 -1.3696
H -8.7071 2.6568 -2.2847
H -8.2441 4.1309 -2.8177
H -10.2826 3.6204 -0.6091
H -10.4961 4.4468 -1.9909
H -10.4512 6.8651 1.1081
H -10.7494 5.1631 1.1516
H -11.5919 6.1520 0.0664
H -9.0938 7.7124 -1.0056
H -10.2050 7.0983 -2.0863
H -8.5113 6.6214 -2.2500
H -5.2408 4.9285 -1.5434
H -5.6943 6.4405 -0.8334
H -6.6164 5.6870 -2.0994
C 13.9085 5.0869 -4.8884
C 12.5983 4.2028 -4.9473
C 11.3275 4.9711 -4.4415
N 10.0514 4.1383 -4.3884
C 10.0999 2.7516 -3.6249
C 8.8923 4.9532 -3.6132
C 7.8882 5.2555 -4.7130
C 8.6417 5.0731 -6.0377
C 9.4440 3.8072 -5.7650
H 14.7769 4.5367 -5.2509
H 14.1841 5.3883 -3.8779
H 13.8578 6.0538 -5.3890
H 12.7610 3.3394 -4.3022
H 12.4866 3.9161 -5.9930
H 11.0880 5.8461 -5.0458
H 11.5442 5.2646 -3.4143
H 10.7400 2.9461 -2.7644
H 10.4404 1.9711 -4.3054
H 9.0783 2.4420 -3.4044
H 8.2855 4.3734 -2.9176
H 9.2247 5.9164 -3.2263
H 7.1064 4.4966 -4.7409
H 7.4747 6.2556 -4.5828
H 7.9962 5.0815 -6.9160
H 9.3228 5.8876 -6.2839
H 8.8078 2.9405 -5.5857
H 10.2624 3.6881 -6.4751
C -0.5356 -2.1769 0.7979
C 0.2851 -1.2536 1.7070
C 0.9804 -0.1416 0.8072
N 2.1039 0.5862 1.6412
C 2.4723 1.8460 0.8131
C 3.4086 -0.2812 1.8134
C 3.8707 -0.1286 3.2053
C 3.1600 1.1607 3.7080
C 1.7496 1.0200 3.0744
H -1.4276 -1.7516 0.3379
H -0.9477 -3.0197 1.3530
H 0.1490 -2.5471 0.0348
H 1.0224 -1.8076 2.2880
H -0.4623 -0.8938 2.4141
H 0.3343 0.7054 0.5766
H 1.3646 -0.5218 -0.1393
H 1.6431 2.5382 0.9594
H 2.6683 1.6004 -0.2307
H 3.2727 2.3342 1.3690
H 4.1554 0.0522 1.0928
H 3.2296 -1.3280 1.5678
H 4.9424 0.0625 3.2601
H 3.6129 -1.0172 3.7815
H 3.7241 2.0210 3.3478
H 2.9961 1.2131 4.7843
H 0.9995 1.8031 3.1846
H 1.3228 0.0836 3.4338
N 4.0956 -2.8245 -3.4642
S 3.7923 -4.4488 -3.8757
O 4.6514 -5.1115 -4.8571
O 2.4212 -4.9338 -3.8736
F 4.3478 -5.0036 -2.4990
S 3.9086 -2.3412 -4.9158
O 2.6592 -2.6040 -5.6171
O 5.1393 -2.2728 -5.7013
F 3.7650 -0.7704 -4.5323
N 11.5474 4.6970 1.4644
S 12.8399 4.8428 2.1580
O 13.5886 3.6869 2.4957
O 12.9963 5.9119 3.0885
F 13.7070 5.5644 0.9318
S 10.8050 3.7078 2.6087
O 11.1294 3.6795 4.0375
O 10.3253 2.4753 1.9939
F 9.3811 4.4700 2.6434
N -0.9684 1.7176 8.3886
S -1.7503 0.5078 7.9584
O -3.0318 0.2640 8.5669
O -1.0338 -0.6537 7.3982
F -2.3655 1.1970 6.5959
S -0.1636 0.7909 9.5752
O 1.1395 0.3448 9.0637
O -0.9879 -0.0767 10.4246
F 0.1597 2.0040 10.6150
N 0.8137 8.1332 4.5471
S 0.1215 8.5257 3.2970
O -0.2215 7.5010 2.3319
O 0.3129 9.8691 2.7084
F -1.3734 8.7331 3.9157
S 2.3575 8.4390 3.9031
O 2.8234 9.7929 4.1269
O 2.7979 7.7532 2.6711
F 3.1548 7.5750 5.0640
N 6.0221 -9.2761 5.7806
S 6.9415 -9.1808 6.9493
O 6.3919 -8.8652 8.2720
O 8.3548 -8.8771 6.6247
F 7.1552 -10.7680 7.1146
S 5.5793 -7.6697 5.9724
O 6.5673 -6.5928 5.8868
O 4.3762 -7.3496 6.7052
F 5.0780 -7.6090 4.4231
N -1.8192 5.2522 -7.3040
S -3.1850 4.2202 -7.4529
O -3.6685 3.4817 -6.3392
O -3.4214 3.6447 -8.7805
F -4.2529 5.4941 -7.4575
S -0.9909 4.0622 -6.9300
O -0.7241 2.9096 -7.7800
O -0.7784 3.7635 -5.5250
F 0.3650 4.7522 -7.3110

Here are the Mulliken charges for atoms 1 to 4, given in e: -1.7119 1.3498 -1.2763 -0.6916



No. 2
DFT (wB97M-V/def2-TZVPD) results for 6 unconnected molecules or ions with the total composition C43H91BrN9O7.

**Frontier orbital gap**: 7.89 eV
**Maximum force**: 0.71 eV Å⁻¹
**Total charge**: +1

Element x y z (Å)
C -3.9176 1.8313 1.5539
C -4.2783 0.3466 1.4537
C -4.4342 -0.1459 0.0026
C -3.5574 -1.3500 -0.3455
C -2.0593 -1.0449 -0.2695
C -1.5541 -0.2407 -1.4656
C -0.0597 -0.2865 -1.7697
C 0.9526 0.1036 -0.6854
Br 0.3462 1.7584 0.1640
C 2.3633 0.3563 -1.3108
O 2.4515 -0.2662 -2.5663
C 2.7564 0.5731 -3.6965
C 1.7182 1.6312 -4.0143
C 3.5111 -0.1867 -0.4150
C 4.7959 0.0271 -1.2252
C 6.1363 -0.0648 -0.4948
O 7.1465 -0.5225 -1.3861
C 3.5604 0.6191 0.9014
C 4.0716 -0.0462 2.1775
C 3.6654 0.7577 3.4169
C 4.6675 0.7203 4.5814
N 5.0937 2.0819 4.9245
C 5.6896 2.8135 3.8486
N 5.1884 3.9112 3.4922
N 6.8607 2.2487 3.3219
N 3.2034 -1.6569 -0.1945
C 4.1382 -2.7642 -0.5227
C 4.7734 -3.6108 0.6368
N 5.9507 -2.9125 1.1782
N 5.0591 -4.8911 0.0230
N 3.8498 -3.8331 1.7367
C 1.9535 -1.9627 0.0533
N 1.5450 -3.2703 0.0448
N 1.0273 -0.9880 0.3122
C 0.6091 -0.9175 1.7118
H -3.4802 2.0771 2.5241
H -3.1868 2.1027 0.7854
H -4.7904 2.4738 1.4214
H -3.4913 -0.2276 1.9541
H -5.1976 0.1507 2.0083
H -5.4774 -0.4099 -0.1828
H -4.2086 0.6844 -0.6767
H -3.7947 -1.6865 -1.3605
H -3.8063 -2.1721 0.3314
H -1.8890 -0.4559 0.6358
H -1.4887 -1.9749 -0.1804
H -2.0470 -0.6235 -2.3662
H -1.8739 0.8017 -1.3792
H 0.1304 0.3469 -2.6310
H 0.2073 -1.3060 -2.0692
H 2.5149 1.4361 -1.3843
H 2.8452 -0.1244 -4.5297
H 3.7436 1.0238 -3.5551
H 0.8286 1.2248 -4.4913
H 2.1523 2.3311 -4.7315
H 1.4214 2.2126 -3.1376
H 4.7030 1.0447 -1.6122
H 4.8207 -0.6235 -2.0974
H 6.0695 -0.6923 0.3907
H 6.4403 0.9325 -0.1631
H 7.5174 -1.3610 -1.0932
H 4.2016 1.4812 0.6888
H 2.5787 1.0397 1.1101
H 3.6968 -1.0703 2.2472
H 5.1611 -0.1281 2.1522
H 2.6956 0.4027 3.7775
H 3.5088 1.8042 3.1418
H 4.1907 0.3143 5.4741
H 5.5050 0.0417 4.3486
H 5.7575 2.0621 5.6922
H 5.7576 4.3498 2.7685
H 6.9735 2.3762 2.3252
H 6.9956 1.2789 3.5676
H 3.5776 -3.4679 -1.1293
H 4.9349 -2.3799 -1.1524
H 6.2979 -3.4403 1.9751
H 6.7040 -2.9509 0.4945
H 5.3735 -4.8065 -0.9368
H 5.7574 -5.4217 0.5411
H 3.6506 -2.9452 2.1864
H 4.2885 -4.4147 2.4447
H 1.7336 -3.8339 -0.7654
H 1.3075 -3.7542 0.8915
H 0.4353 -1.9283 2.0877
H -0.3314 -0.3843 1.7800
H 1.3586 -0.4220 2.3376
C -9.5748 -0.8002 2.4275
C -9.6626 -1.2015 0.9537
C -8.1924 -1.2094 0.5574
O -7.4563 -1.5735 1.7220
C -8.3110 -1.5279 2.8693
H -10.4494 -1.0755 3.0134
H -9.4423 0.2799 2.5166
H -10.0870 -2.2031 0.8600
H -10.2578 -0.5202 0.3487
H -7.8730 -0.2136 0.2262
H -7.9644 -1.9233 -0.2363
H -8.5318 -2.5506 3.1926
H -7.7814 -1.0187 3.6762
C 7.1729 -9.4104 0.4189
C 5.7651 -9.2633 -0.1589
C 5.1710 -8.1944 0.7477
O 6.2665 -7.3486 1.1270
C 7.5103 -7.9695 0.7750
H 7.8881 -9.8450 -0.2768
H 7.1507 -10.0288 1.3176
H 5.8125 -8.9084 -1.1905
H 5.1903 -10.1873 -0.1428
H 4.7353 -8.6363 1.6488
H 4.4159 -7.5759 0.2626
H 7.9454 -7.4440 -0.0824
H 8.1939 -7.8800 1.6191
C -12.4822 0.2586 7.1745
C -10.9598 0.3657 7.2619
C -10.5440 -0.0899 5.8688
O -11.5938 0.3105 4.9885
C -12.7369 0.7173 5.7441
H -13.0058 0.8686 7.9085
H -12.7968 -0.7787 7.3041
H -10.6621 1.4029 7.4276
H -10.5227 -0.2455 8.0499
H -10.4370 -1.1801 5.8241
H -9.6115 0.3620 5.5260
H -12.8353 1.8064 5.6896
H -13.6246 0.2683 5.2981
C -0.8251 4.8587 -7.2028
C -2.1392 4.1787 -6.8193
C -1.6962 2.7305 -6.6558
O -0.3416 2.7786 -6.1956
C 0.1724 4.1069 -6.3361
H -0.8075 5.9294 -7.0159
H -0.6083 4.6938 -8.2598
H -2.5072 4.5732 -5.8694
H -2.9252 4.2948 -7.5634
H -1.7319 2.1956 -7.6102
H -2.2902 2.1762 -5.9275
H 0.2582 4.5666 -5.3437
H 1.1680 4.0550 -6.7791
C 0.3897 8.0275 -3.8501
C 1.9091 8.1571 -3.9559
C 2.1861 7.4300 -5.2662
O 1.0371 7.6365 -6.0876
C -0.0285 8.1817 -5.3068
H -0.0699 8.7723 -3.2027
H 0.1178 7.0367 -3.4784
H 2.1933 9.2076 -4.0372
H 2.4466 7.7230 -3.1140
H 2.3236 6.3542 -5.1018
H 3.0617 7.8111 -5.7925
H -0.1615 9.2343 -5.5745
H -0.9497 7.6465 -5.5436

Here are the Mulliken charges for atoms 1 to 4, given in e: -1.2649 0.0272 -0.4322 -1.3525



Number 1: E_LUMO -5.197 eV, calculated total energy -10301.700189 Ha. Number 2: E_LUMO -2.691 eV, calculated total energy -5286.191883 Ha.